C83H182F18N9O6P3 | ωB97M-V/def2-TZVPD

Geometry as XYZ:
```
301
Properties=species:S:1:pos:R:3:forces:R:3
H 7.549 0.558 2.580 -0.54 -0.28 0.05
H 2.993 4.841 3.765 0.38 -0.67 -0.06
H -4.281 -1.858 5.807 -0.07 0.39 0.34
H 1.043 -1.939 0.198 0.17 0.19 0.21
C -1.949 3.692 -6.185 0.30 0.20 -1.09
H 8.440 -2.668 -4.010 0.03 -0.41 0.03
F 3.149 -3.771 -4.622 0.24 0.31 -0.09
H -5.588 3.999 -0.422 0.51 0.28 -0.07
P 2.332 -4.165 -3.269 -0.44 0.12 0.56
C 6.737 3.850 2.722 0.82 0.29 -0.27
H -5.868 -3.821 5.845 -0.10 0.22 -0.32
N 6.926 2.478 2.134 -1.19 0.18 -0.64
H 4.783 2.329 2.012 0.05 -0.05 0.05
H 4.884 -2.418 -3.959 0.29 0.32 0.42
H -1.120 -2.930 -3.144 -0.30 0.14 0.16
C -1.218 -1.819 -7.250 -0.60 0.72 1.28
H 2.172 1.068 -1.940 0.71 0.08 0.05
C -1.448 -6.035 -2.670 0.07 1.20 -1.13
C -1.720 -5.053 0.200 0.61 0.39 -1.40
C -0.419 3.575 -5.931 -0.05 -0.22 0.83
H -2.222 4.994 7.002 0.29 -0.16 0.34
H -4.567 -5.368 4.448 0.67 0.59 -0.06
C 6.648 -0.281 -5.273 -0.33 1.23 -1.12
C -8.041 0.448 -2.062 0.68 -1.31 -0.09
F 1.677 -2.624 -3.250 0.55 -0.62 0.42
C -6.299 -1.106 5.246 0.62 -1.30 0.62
H -6.141 2.122 8.354 -0.06 0.42 0.38
H -7.824 2.746 6.787 -0.53 0.16 0.39
H -5.689 1.798 -6.448 -0.05 -0.57 0.15
H -7.256 1.317 4.386 -0.39 0.39 -0.19
F -1.884 -1.272 4.821 -0.54 0.25 0.17
H -4.472 -1.217 -0.362 0.23 -0.21 -0.35
H -0.224 -5.546 2.621 -0.14 -0.26 0.21
N -1.541 4.286 -3.891 -0.73 0.48 -1.12
C -5.640 0.988 -1.542 0.08 0.88 -0.33
C -5.532 -1.018 -0.271 0.12 -0.19 0.30
H -0.373 -2.168 -9.243 0.07 0.06 0.30
C -3.170 -3.225 -4.079 -0.88 1.08 1.45
H -3.011 2.783 -4.519 0.26 0.55 0.05
C -7.226 1.175 5.457 1.39 -0.95 0.07
F 2.853 -5.631 -3.357 0.53 -0.76 0.05
C -0.554 5.278 3.696 0.08 -0.36 -1.25
H -1.959 -5.341 3.158 0.30 -0.02 0.09
H -2.843 0.373 1.728 -0.04 -0.30 -0.43
C -3.345 4.152 -0.379 -1.26 0.14 -0.45
H 5.504 -4.265 -4.916 -0.14 0.39 0.59
H 1.155 6.489 4.335 -0.10 0.03 -0.03
H -6.014 -3.609 4.063 -0.40 0.04 0.29
H -2.328 6.290 -3.954 0.45 -0.25 0.12
H 6.773 0.514 -4.527 -0.10 -0.18 -0.25
O -2.380 1.162 -3.733 1.33 -2.93 2.41
C -0.871 4.171 4.711 -0.03 1.31 0.41
C 1.032 4.265 6.252 -0.29 -0.07 -1.05
H -2.831 1.649 8.546 0.20 0.70 0.22
H -7.220 -1.845 -1.335 -0.02 0.20 -0.24
C -5.948 0.790 -6.065 0.16 0.12 -0.24
H -8.145 1.454 -2.407 0.03 0.65 -0.04
H -2.080 4.560 -6.825 -0.31 0.32 0.24
H 0.052 2.652 -6.293 -0.39 0.31 -0.05
H -5.163 0.800 3.782 0.33 -0.09 -0.21
H 2.662 0.216 -6.549 -0.05 -0.10 0.27
C -0.278 3.623 -4.383 0.31 0.16 -0.46
H 2.525 -2.326 -7.047 0.22 0.04 0.23
C -6.929 2.410 6.307 0.14 -0.46 -0.14
H 7.421 -0.161 -6.061 -0.32 -0.24 0.60
F 4.014 -6.206 2.382 0.74 0.26 0.09
H -4.807 1.966 5.066 0.04 -0.43 -0.09
H -0.604 -3.856 -1.200 -0.36 -0.04 0.01
H 6.027 2.070 4.791 0.03 0.37 -0.03
H -0.338 3.244 4.541 -0.17 -0.15 0.14
H 3.627 0.106 -2.140 0.04 -0.16 -0.26
C -2.677 3.772 -4.864 1.09 0.24 0.87
N -2.122 -4.694 -2.382 -0.27 0.16 0.45
F 4.111 -5.363 4.553 -0.05 0.32 -0.32
C 2.813 1.117 -3.964 -0.03 0.09 0.83
H -1.727 2.853 -2.440 0.14 0.04 0.16
H 1.009 3.173 6.364 -0.26 0.38 0.26
C -1.618 2.934 7.388 0.84 0.04 -0.76
H -0.793 2.503 2.226 -0.21 -0.02 0.56
H -2.511 2.695 2.124 -0.37 0.32 0.59
H -1.059 3.700 10.057 -0.28 -0.37 0.10
C -1.842 0.782 1.588 0.84 -0.40 0.96
F 1.469 -4.528 -1.937 0.34 0.55 -0.33
H -2.619 4.629 0.262 0.37 0.41 -0.03
H -5.874 -1.658 0.546 -0.22 0.37 0.07
H 5.735 -1.873 -1.384 0.66 -0.09 -0.69
H 1.127 -0.306 -3.861 0.54 0.19 -0.36
H -2.135 2.580 6.480 0.13 -0.24 0.53
H -2.224 -3.213 -0.865 -0.29 0.39 -0.21
C -4.786 4.604 0.046 0.20 -0.51 0.65
H 3.471 -3.340 0.599 0.32 -0.54 0.30
N 0.944 -0.971 -6.625 -0.46 0.32 -0.55
C 6.344 -2.122 -2.285 0.46 -0.72 0.20
H 8.492 -1.741 -1.766 0.19 -0.33 0.27
H 6.482 -7.169 -7.007 0.43 -0.09 -0.57
H 7.364 -4.885 -7.186 0.24 0.04 -0.14
H -3.704 -3.895 3.757 0.37 -0.61 0.06
C 3.103 -0.255 1.836 -1.48 0.03 0.91
H 0.140 4.905 2.907 -0.66 0.34 0.44
H -6.504 0.872 0.404 -0.45 -0.06 0.46
C -0.559 -1.345 -8.545 0.72 -0.04 -0.17
H -5.024 5.671 -0.138 0.38 -0.59 0.06
C -1.061 -4.865 2.762 0.15 0.75 -1.86
H 5.655 -4.571 -7.373 0.11 -0.32 0.26
H -8.066 0.550 5.752 -0.14 0.25 0.24
H 6.193 5.273 1.245 -0.26 0.41 -0.57
H -4.894 4.399 1.136 0.03 0.36 -0.62
H -3.901 -4.094 -1.526 -0.30 0.00 -0.15
H 0.908 -3.012 -7.012 0.03 -0.37 0.09
H 7.307 3.834 -0.412 0.23 0.66 0.58
C 6.595 0.042 5.147 -0.52 0.17 -1.00
H 5.209 0.973 3.710 0.68 -0.03 0.24
C 6.769 -1.314 4.478 1.26 -0.67 0.14
H -8.698 -0.185 -2.677 0.27 0.05 0.37
H 7.696 -2.461 -6.230 -0.30 -0.53 -0.03
H -6.027 2.028 -1.555 -0.02 -0.73 -0.49
H -3.186 5.446 -2.150 -0.63 0.01 0.36
H 7.458 0.300 5.761 0.10 0.11 -0.15
H -0.877 -0.698 2.997 -0.26 0.85 -0.24
H 4.954 -0.975 0.987 -0.81 -0.31 -0.01
H 6.488 -3.208 -2.311 0.01 0.09 0.34
H -1.445 6.657 5.977 0.48 -0.25 -0.02
H 8.870 -1.032 -4.354 -0.68 0.19 0.26
H -7.579 1.187 -4.696 -0.36 0.33 -0.18
H -2.386 2.908 -6.789 0.18 -0.56 0.01
H -1.608 -6.773 -1.905 -0.37 -0.05 0.28
H -1.191 -0.670 -9.102 -0.13 0.40 0.02
C 5.641 2.153 1.370 0.88 -0.86 0.28
H -0.809 4.712 8.097 0.26 0.92 0.15
C -1.804 3.939 -2.452 0.69 -0.34 0.61
H -1.822 -6.332 -3.658 -0.05 -0.27 0.43
H -6.443 -0.025 7.645 0.09 -0.20 0.13
H -3.945 -5.765 -2.017 -0.05 -0.59 -0.01
H 1.616 4.433 5.318 -0.65 0.15 0.64
H 0.227 6.672 6.660 -0.37 0.12 -0.55
H -0.692 -4.060 3.387 -0.18 -0.09 0.63
H -1.223 -4.280 -4.247 -0.37 0.41 0.23
H 4.453 -1.873 2.373 -0.75 0.12 -0.59
H 5.233 -0.694 -3.420 0.15 -1.10 -0.34
C -1.384 5.773 -4.187 -0.42 0.30 0.48
C 2.593 3.201 2.528 -0.78 2.10 -1.19
C -5.641 0.490 7.118 -0.78 -0.25 -0.68
C -4.721 -0.131 -6.101 0.29 0.32 -0.70
H -6.851 -1.158 -4.002 -0.27 0.39 -0.23
F -2.016 -2.073 6.967 -0.57 0.04 0.47
H -3.229 -2.961 -5.139 0.43 -0.31 0.16
H -4.896 2.528 7.156 0.01 0.16 0.17
H -0.891 -0.073 -5.918 0.17 -0.13 -0.17
H 2.732 -0.975 -4.356 -0.50 0.06 -0.16
C -4.169 -4.317 -3.666 0.93 -1.00 -0.42
H 7.309 -4.440 -4.813 -0.54 -0.01 0.23
C -1.282 4.442 7.168 -1.17 -1.73 1.11
O -2.862 -0.402 -2.110 -0.54 -0.35 -0.47
H -6.624 3.214 5.651 0.26 0.26 0.03
F 2.244 -4.062 4.011 0.30 -0.21 0.07
H 2.507 -1.933 3.707 0.38 -0.59 0.12
N -5.982 0.273 5.632 0.69 2.30 0.27
C 7.870 3.990 0.537 -0.73 0.08 -1.34
H -8.285 0.344 -0.997 0.09 0.11 -0.43
H -6.015 1.808 -4.186 0.01 0.16 0.15
H -4.681 0.026 7.343 -0.02 0.29 -0.02
C -4.836 0.897 4.814 -1.49 0.26 0.12
H -0.944 -1.233 1.386 -0.29 0.52 -0.13
H 8.216 1.739 3.586 -0.39 0.20 0.30
C -6.317 -0.234 -3.756 1.45 -0.19 0.54
C 6.412 -4.969 -6.674 0.05 0.15 0.25
C 2.044 -0.124 -4.457 0.45 0.84 -0.90
H -3.420 -4.407 5.466 -0.26 0.13 -0.33
C 4.027 -1.382 1.471 1.74 0.32 0.64
H -2.694 -5.529 0.300 -0.20 0.10 0.22
H -0.550 6.211 -3.606 -0.50 -0.43 -0.22
N -0.428 4.779 6.033 2.16 -0.54 -0.25
H 2.161 1.981 -4.118 0.10 0.19 0.07
H 8.060 1.757 0.487 0.03 -0.03 -0.27
C 6.451 -4.061 -5.393 1.00 -1.57 -0.66
H -1.795 1.742 3.554 -0.14 0.28 -0.42
H -3.472 4.512 -4.822 -0.05 -0.02 -0.06
H 3.703 1.311 -4.572 -0.01 -0.23 -0.04
F 1.056 -4.578 -4.210 -0.19 0.11 -0.06
C 1.573 -1.503 3.427 -0.85 1.49 0.04
H 0.855 0.531 0.698 -0.17 -0.50 0.65
H -4.911 -1.123 -5.688 -0.10 -0.01 -0.17
H 8.830 4.424 0.270 -0.05 0.04 -0.02
H -1.955 4.037 4.769 0.27 -0.33 0.08
N 1.716 -0.954 2.021 -0.35 0.67 -0.31
H 5.668 -0.183 -5.792 0.53 -0.04 0.58
H 7.747 5.598 2.001 0.16 0.48 0.05
H 0.570 4.259 -4.112 -0.18 -0.13 0.23
H -1.667 1.141 0.568 -0.29 -0.43 -0.14
F -0.684 -0.308 7.699 -0.46 -0.12 -0.29
C -1.805 -3.690 -3.514 -0.15 -1.19 -0.93
H 0.839 0.423 -8.238 -0.49 -0.02 -0.02
C 1.735 0.145 -5.963 0.14 -1.13 0.07
H -5.212 -4.046 -3.578 -0.19 0.43 -0.08
H 1.531 4.752 7.089 -0.42 0.05 0.04
H -0.998 -5.859 0.052 0.10 0.08 0.16
H 3.304 -1.976 -0.454 -0.08 0.06 -0.04
H -3.150 3.408 8.837 -0.44 -0.21 -0.33
C -0.797 -0.298 1.969 0.58 -1.55 -0.72
H 0.833 0.975 2.414 0.56 -0.45 -0.34
H -2.263 -1.513 -7.131 0.00 -0.15 -0.51
C -1.358 -4.169 1.384 -0.12 0.48 0.83
N -6.584 0.002 -2.293 -0.53 0.16 1.69
C 1.723 -2.131 1.037 0.81 -0.23 0.15
C -4.154 -4.354 4.647 -0.55 0.16 0.06
C 3.214 -2.304 0.586 -1.07 0.85 -0.64
H 5.945 -1.645 3.868 -0.66 0.09 -0.01
C 8.093 -1.653 -3.879 -0.38 -0.81 -0.40
H -6.723 0.426 -6.747 0.14 -0.14 0.15
H -4.506 -1.754 4.093 -0.23 0.53 0.15
H -1.203 -2.895 -7.098 0.17 -0.04 -0.14
O 3.332 2.608 3.298 0.24 -1.20 0.45
H 1.412 -3.052 1.557 0.11 0.62 -0.10
H -5.249 -0.511 -3.724 -0.30 0.19 -0.25
H 1.321 -0.680 4.108 0.28 0.06 -0.27
H -6.950 -1.125 4.364 0.24 0.25 0.07
C 7.106 4.838 1.595 0.30 -1.27 0.23
H -3.507 -2.318 -3.514 0.61 -0.36 -0.45
H 0.120 4.424 -6.388 -0.27 -0.46 0.15
H 1.663 -1.054 -8.638 -0.26 -0.05 0.13
C -3.127 4.387 -1.875 0.07 0.23 -0.99
H -2.207 -3.490 1.488 -0.34 0.10 0.37
H 7.649 -1.409 3.809 -0.21 0.35 0.40
H -4.648 0.968 -2.037 -0.56 -0.32 0.29
C -0.411 6.293 5.839 0.18 -0.09 0.57
H -0.502 -1.608 -5.153 0.17 -0.21 0.26
C -6.523 0.969 -4.659 0.03 -0.29 0.56
H -5.713 -1.953 -2.262 -0.08 0.24 0.41
C -2.117 0.279 -2.805 0.92 1.64 -0.01
H -0.381 -0.483 -1.750 -1.56 0.76 -0.85
C 7.247 1.430 3.165 1.42 0.26 -1.07
C 0.068 6.497 4.414 -0.50 -0.20 -0.13
H -0.748 2.283 7.594 0.20 0.52 -1.05
C -5.035 -1.961 5.034 -0.11 -1.02 -0.35
C 8.062 2.625 1.131 -0.02 0.20 1.92
O 2.555 4.686 2.924 -1.17 -0.98 -1.50
P 3.196 -5.154 3.257 -0.11 -0.25 -0.12
H -4.394 -0.255 -7.140 -0.18 -0.11 0.06
H 0.729 -2.188 3.511 0.44 -0.16 -0.32
H 8.952 2.638 1.757 0.21 -0.30 -0.11
H 3.780 1.852 -2.061 -0.17 0.12 -0.29
C 3.161 1.042 -2.451 -1.27 -0.13 -0.10
H -2.211 2.567 10.795 0.20 -0.13 0.20
F -0.532 0.423 5.529 -0.53 0.25 0.25
C -5.628 0.496 -0.090 0.41 -0.70 -0.78
H -3.883 0.443 5.035 -0.02 -0.32 -0.04
H 5.721 4.002 3.056 -0.20 -0.34 0.20
H 2.895 0.498 1.070 0.41 -0.18 -0.16
C 6.715 -2.653 -5.769 -0.23 1.67 -0.10
H -4.136 -5.147 -4.375 -0.03 -0.06 -0.05
H -0.385 -5.827 -2.792 -0.04 -0.06 0.23
F -0.037 -1.726 5.983 1.18 -0.52 0.24
H 1.183 1.062 -6.214 0.04 -0.26 0.64
H -3.240 3.087 -0.178 -0.04 -0.23 0.01
H 6.929 -2.087 5.247 -0.16 0.25 -0.28
C -5.829 2.002 7.333 0.07 -0.84 -0.80
H -0.321 7.427 3.962 0.33 -0.37 0.43
N 6.740 -1.579 -4.621 0.70 -1.01 -0.43
C -1.666 -4.115 -1.061 1.46 -1.05 0.77
H 5.118 -6.656 -6.114 -0.08 0.21 0.15
F -2.651 0.102 6.503 0.71 -0.18 0.21
O -0.700 0.210 -2.392 -0.12 0.35 -1.05
H -0.548 -3.430 1.156 -0.29 -1.10 -0.12
H 5.750 -0.024 5.806 -0.32 -0.15 0.60
C 0.779 -0.659 -8.125 -0.09 -0.48 0.45
H -3.855 0.281 -5.579 -0.12 0.12 0.31
F 2.275 -4.901 1.885 -0.11 0.19 0.29
C 6.175 -6.444 -6.280 -0.68 0.70 0.29
C -6.275 -1.338 -1.543 -0.64 -0.13 -0.95
C -1.546 2.711 9.950 0.64 0.37 -0.65
H 6.686 -6.660 -5.348 0.18 -0.11 0.12
C -0.498 -1.082 -6.095 0.70 0.00 -1.15
H 5.701 1.078 1.115 -0.08 0.65 -0.12
C 7.720 -1.422 -2.443 -0.68 0.96 0.37
H -1.002 4.384 -1.866 0.33 -0.07 -0.07
C -3.639 -4.786 -2.329 0.34 0.55 0.26
H -1.535 5.545 3.272 0.57 0.15 -0.24
H -3.873 3.810 -2.435 -0.35 0.37 0.17
F 2.222 -6.320 3.737 -0.50 -0.03 -0.06
C -1.749 2.010 2.485 0.86 -0.03 -0.63
P -1.284 -0.838 6.307 0.26 0.49 -1.07
C -2.371 2.657 8.665 -1.25 0.15 0.51
F 4.180 -3.889 2.781 -0.37 -0.77 0.16
H 7.425 3.931 3.558 0.02 -0.01 0.14
C 1.584 -2.335 -6.509 -0.42 0.98 0.36
H -0.158 2.646 -3.899 -0.37 0.16 -0.23
H -0.739 1.973 9.925 -0.20 -0.09 0.24
C 6.196 1.193 4.175 -0.68 -0.81 0.76
H 5.598 2.795 0.494 0.00 -0.12 -0.03
O 1.950 2.889 1.483 1.26 1.05 2.41
C -5.366 -3.458 4.934 -0.18 -0.21 0.33
H -1.215 5.945 -5.259 0.10 -0.36 0.43
H 7.598 -0.341 -2.293 -0.03 -0.05 0.15
H 3.285 0.315 2.771 0.06 -0.46 -0.55
H -4.738 0.755 0.468 0.08 0.75 -0.06
H -6.896 -1.485 6.099 0.26 -0.12 -0.51
C 5.646 -1.734 -3.556 -0.62 1.41 -0.72
C 0.662 0.133 1.722 -0.40 0.23 0.46
F 3.631 -3.693 -2.394 -1.02 0.12 -0.28
H 1.671 -2.538 -5.443 0.10 -0.26 -0.47
H 5.956 -2.312 -6.492 0.14 0.09 0.35
```
Forces are in eV/Å.

Calculated values
* calculated total energy: -7037.0634 Eh
* HOMO-LUMO gap: 0.3366 hartree
* total charge: +4
* multiplicity: 1